Record 1
Formula: C5H10NO
Source: the OMol25 dataset
Level of theory: the ωB97M-V functional and the def2-TZVPD basis

Structure (ORCA input):
```
! wB97M-V def2-TZVPD RIJCOSX def2/J DEFGRID3
* xyz -1 1
C -1.55 -1.91 -2.49
N -1.65 -0.88 -1.80
C -0.41 -0.17 -1.43
C -0.39 -0.02 0.11
C 0.80 0.71 0.62
C 0.91 0.85 2.26
O 2.03 1.44 2.56
H -2.08 -2.88 -2.50
H -0.66 -1.86 -3.09
H 0.46 -0.78 -1.82
H -0.35 0.77 -1.97
H -1.24 0.61 0.32
H -0.53 -0.94 0.56
H 1.80 0.11 0.61
H 0.97 1.75 0.38
H 0.81 -0.29 2.58
H -0.07 1.35 2.67
*
```

Properties
- orbital gap (eV) = 5.77
- ΔE to the lowest compared entry with this formula, charge and spin (kJ/mol) = 192.22
- E_LUMO (eV) = 3.466
- highest occupied orbital energy (eV) = -2.304
- F_max (eV/A) = 3.93

***

Record 2
Formula: C5H10NO
Source: the OMol25 dataset
Level of theory: the ωB97M-V functional and the def2-TZVPD basis

Structure (ORCA input):
```
! wB97M-V def2-TZVPD RIJCOSX def2/J DEFGRID3
* xyz -1 1
C 0.74 -2.18 1.91
N 0.33 -2.46 0.73
C -0.45 -1.43 0.04
C 0.45 -0.16 -0.25
C -0.55 0.89 -0.78
C -0.04 2.35 -0.95
O -1.09 3.12 -1.20
H -0.05 -1.80 2.62
H 1.72 -2.02 2.32
H -0.84 -1.77 -0.90
H -1.20 -0.84 0.57
H 0.70 0.30 0.72
H 1.28 -0.19 -0.99
H -1.05 0.46 -1.68
H -1.46 0.92 -0.19
H 0.75 2.29 -1.81
H 0.76 2.51 -0.16
*
```

Properties
- orbital gap (eV) = 5.64
- ΔE to the lowest compared entry with this formula, charge and spin (kJ/mol) = 290.78
- E_LUMO (eV) = 3.340
- highest occupied orbital energy (eV) = -2.296
- F_max (eV/A) = 3.71

***

Record 3
Formula: C5H10NO
Source: the OMol25 dataset
Level of theory: the ωB97M-V functional and the def2-TZVPD basis

Structure (ORCA input):
```
! wB97M-V def2-TZVPD RIJCOSX def2/J DEFGRID3
* xyz -1 1
O 0.44 0.25 2.64
C 0.39 0.91 1.46
C 0.53 -0.08 0.28
C -0.68 -0.98 0.10
C -1.32 -0.53 -1.21
C -0.12 -0.11 -2.02
N 0.75 0.58 -1.06
H -0.58 1.47 1.29
H 1.21 1.66 1.33
H 1.47 -0.61 0.52
H -0.38 -2.04 0.05
H -1.31 -0.92 1.00
H -1.88 -1.34 -1.70
H -1.97 0.33 -1.02
H 0.37 -0.99 -2.46
H -0.34 0.55 -2.87
H 1.70 0.42 -1.36
*
```

Properties
- orbital gap (eV) = 6.07
- ΔE to the lowest compared entry with this formula, charge and spin (kJ/mol) = 7.18
- E_LUMO (eV) = 3.952
- highest occupied orbital energy (eV) = -2.122
- F_max (eV/A) = 1.16

***

Question: What is the formula in the third record?
Answer: C5H10NO

***

Question: What is the highest occupied orbital energy in the third record?
Answer: -2.122 eV